8
Properties=species:S:1:pos:R:3:mulliken_charge:R:1 method="wB97M-V/def2-TZVPD" molar_mass_g_mol=111.17 de_lowest_kcal_mol=33.7 gap_ev=7.25 total_charge=-1 largest_force_ev_per_a=4.5
C -0.30903 -0.40934 0.66007 -0.54
O -0.42076 2.05971 0.15484 -0.65
O 1.12942 0.76818 -1.39351 -0.68
S -0.15442 -1.86020 -0.46593 -0.35
S 0.75245 1.10796 0.04528 0.49
H -1.26393 -0.13684 0.47087 0.30
H -0.09470 -0.56995 1.85954 0.22
H 0.36098 -0.95951 -1.33116 0.21